[1]
{"formula": "C23H29IN2O12S", "method": "ωB97M-V with the def2-TZVPD basis set", "symbols": ["I", "S", "O", "O", "O", "O", "O", "O", "O", "O", "O", "O", "O", "O", "N", "N", "C", "C", "C", "C", "C", "C", "C", "C", "C", "C", "C", "C", "C", "C", "C", "C", "C", "C", "C", "C", "C", "C", "C", "H", "H", "H", "H", "H", "H", "H", "H", "H", "H", "H", "H", "H", "H", "H", "H", "H", "H", "H", "H", "H", "H", "H", "H", "H", "H", "H", "H", "H"], "xyz": [[2.71, 1.04, -5.95], [4.41, 1.15, -1.32], [2.09, -4.12, 0.44], [0.93, -2.24, 0.19], [0.72, -10.86, 1.89], [-1.44, 0.88, -2.56], [0.10, -8.87, 2.76], [0.69, -3.46, 2.07], [0.13, 6.51, 1.47], [-1.40, 6.02, -0.11], [-2.43, 2.00, -4.24], [-3.59, 1.44, -2.39], [-1.86, 5.70, 2.08], [1.12, -8.94, 0.78], [3.99, 1.07, -2.85], [3.24, 2.12, -0.74], [0.62, -7.60, 0.94], [-3.32, 0.54, -1.29], [-0.65, -6.55, 2.88], [-1.81, 0.65, -1.19], [2.24, -3.72, -0.94], [-4.07, 0.96, -0.05], [1.19, -3.29, 1.01], [-1.03, 5.67, 3.26], [-2.49, 1.49, -3.17], [0.56, 3.35, -2.90], [-1.07, 6.07, 1.03], [2.46, 2.40, -1.77], [2.88, 1.79, -3.00], [0.99, 2.74, -4.11], [-1.84, 6.01, 4.49], [0.83, 3.86, -0.47], [1.28, 3.20, -1.75], [1.32, -1.68, -2.14], [0.04, 6.67, 2.90], [0.43, -7.50, 2.43], [2.11, 1.98, -4.18], [1.90, -2.25, -0.88], [0.65, -9.67, 1.82], [3.25, -3.92, -1.28], [-3.94, 0.22, 0.74], [0.37, 2.90, -4.98], [2.76, -1.66, -0.55], [1.38, -7.27, 2.93], [-0.86, -6.68, 3.94], [-2.20, 7.04, 4.45], [-2.71, 5.36, 4.57], [-0.35, 3.91, -2.92], [-1.24, 5.89, 5.39], [-0.27, 7.70, 3.11], [-1.58, -6.73, 2.34], [-0.18, 3.59, -0.19], [2.08, -1.60, -2.92], [-1.49, 1.51, -0.60], [-3.73, 1.93, 0.31], [-5.14, 1.05, -0.27], [-3.62, -0.46, -1.60], [1.53, -4.29, -1.54], [-0.33, -5.52, 2.71], [1.52, 3.64, 0.34], [-0.61, 4.66, 3.35], [1.33, -6.88, 0.55], [1.00, 6.47, 3.36], [0.91, -0.69, -1.96], [0.90, 4.92, -0.63], [0.51, -2.31, -2.52], [-1.33, -0.25, -0.81], [-0.32, -7.52, 0.39]], "nbo_charge": [0.17, 0.94, -0.50, -0.50, -0.57, -0.50, -0.50, -0.58, -0.49, -0.57, -0.57, -0.49, -0.50, -0.50, -0.62, -0.63, -0.10, 0.07, -0.64, -0.10, -0.10, -0.63, 0.97, 0.06, 0.97, -0.19, 0.97, 0.16, 0.04, -0.20, -0.63, -0.65, -0.02, -0.63, -0.09, 0.07, -0.17, 0.06, 0.97, 0.21, 0.22, 0.24, 0.19, 0.19, 0.23, 0.22, 0.23, 0.23, 0.22, 0.19, 0.21, 0.22, 0.24, 0.18, 0.22, 0.23, 0.18, 0.18, 0.25, 0.23, 0.18, 0.21, 0.21, 0.23, 0.24, 0.22, 0.21, 0.18], "charge": 0, "orbital_gap_ev": 7.9, "mol_weight_da": 684.458, "fmax_ev_per_a": 0.96, "spin_multiplicity": 1}

---

[2]
{"formula": "C29H41AuF5P2", "method": "ωB97M-V with the def2-TZVPD basis set", "symbols": ["Au", "P", "P", "F", "F", "F", "F", "F", "C", "C", "C", "C", "C", "C", "C", "C", "C", "C", "C", "C", "C", "C", "C", "C", "C", "C", "C", "C", "C", "C", "C", "C", "C", "C", "C", "C", "C", "H", "H", "H", "H", "H", "H", "H", "H", "H", "H", "H", "H", "H", "H", "H", "H", "H", "H", "H", "H", "H", "H", "H", "H", "H", "H", "H", "H", "H", "H", "H", "H", "H", "H", "H", "H", "H", "H", "H", "H", "H"], "xyz": [[0.08, -0.91, -3.74], [-1.09, 1.22, 0.91], [1.81, 0.89, -0.24], [-0.97, -6.10, -4.28], [-1.81, -6.48, -1.70], [-0.89, -1.92, -0.72], [-1.75, -4.38, 0.07], [-0.09, -3.68, -5.10], [0.15, -2.18, 3.91], [-0.53, -3.81, -3.82], [-0.92, -2.94, -1.65], [-2.02, 0.85, 3.98], [1.93, -0.64, -3.02], [2.85, -0.59, -4.27], [-1.36, -4.19, -1.21], [1.82, -0.76, 0.48], [-2.85, -1.53, 3.35], [1.63, 0.54, 4.71], [-0.97, -5.07, -3.42], [0.20, 0.38, 4.34], [0.08, 1.40, -0.51], [2.20, 0.18, -5.46], [-0.53, 2.83, 4.69], [-0.52, -2.73, -2.96], [-0.45, -0.84, 3.98], [2.74, 2.04, 0.75], [-1.52, 3.00, 1.12], [1.93, 1.94, -2.98], [-1.82, -0.55, 3.74], [2.12, 0.61, -2.22], [0.57, 2.19, -3.65], [-1.39, -5.26, -2.10], [-2.60, 0.66, 0.02], [-0.77, 1.41, 4.34], [0.69, 0.22, -5.33], [-0.04, 1.03, -4.39], [-3.31, 1.56, 3.90], [0.69, 3.05, -4.33], [-2.46, -2.23, 2.59], [-0.19, -2.81, 4.75], [-3.19, 1.53, -0.30], [-1.10, 1.16, -4.62], [-3.17, 2.63, 3.69], [1.74, 0.72, 5.79], [2.15, -1.54, -2.43], [2.17, 2.32, 1.64], [0.53, 3.08, 4.60], [1.25, -2.13, 3.97], [2.86, -1.03, 0.73], [2.21, -0.35, 4.46], [1.20, -0.79, 1.38], [2.08, 1.40, 4.19], [-3.74, -1.03, 2.93], [-2.52, 3.10, 1.58], [0.09, 2.46, -0.82], [-3.86, 1.48, 4.85], [1.43, -1.49, -0.25], [3.84, -0.17, -4.03], [2.72, 2.01, -3.75], [2.97, 2.95, 0.17], [-2.33, 0.04, -0.84], [2.12, 2.79, -2.30], [0.12, -0.11, -6.20], [-0.79, 3.47, 1.79], [-3.96, 1.13, 3.12], [-1.51, 3.51, 0.15], [3.68, 1.57, 1.05], [-1.10, 3.51, 4.04], [3.20, 0.60, -1.93], [-0.17, 2.51, -2.90], [-3.18, -2.12, 4.21], [2.64, 1.18, -5.60], [2.43, -0.37, -6.38], [-0.84, 3.04, 5.72], [-3.19, 0.04, 0.71], [-0.31, 0.81, -1.36], [3.02, -1.62, -4.60], [-0.12, -2.70, 2.98]], "mulliken_spin": [0.33, 0.04, -0.02, 0.00, 0.00, -0.01, 0.00, -0.01, -0.01, -0.14, 0.00, 0.20, 0.47, 0.02, 0.01, -0.02, 0.01, -0.01, -0.01, 0.21, -0.02, -0.01, 0.02, 0.18, 0.29, 0.00, 0.00, 0.02, 0.16, 0.02, -0.01, 0.02, -0.01, 0.02, 0.07, 0.03, -0.01, 0.00, 0.00, 0.01, 0.00, 0.00, 0.00, 0.02, -0.02, 0.00, 0.00, 0.00, 0.00, -0.01, 0.02, 0.02, 0.00, 0.00, 0.00, 0.03, 0.00, 0.01, 0.01, 0.00, 0.01, 0.00, 0.02, 0.00, 0.00, 0.00, 0.00, 0.00, 0.01, 0.00, 0.00, -0.01, 0.01, -0.01, 0.00, 0.01, 0.00, 0.01], "charge": 1, "s2": 2.02, "orbital_gap_ev": [6.2, 5.8], "de_lowest_kj_mol": 0.00, "mol_weight_da": 743.552, "fmax_ev_per_a": 4.86, "spin_multiplicity": 3}

---

[3]
{"formula": "C3H11N2S", "method": "ωB97M-V with the def2-TZVPD basis set", "symbols": ["S", "N", "N", "C", "C", "C", "H", "H", "H", "H", "H", "H", "H", "H", "H", "H", "H"], "xyz": [[-1.60, 0.13, 0.33], [2.25, -1.98, -0.36], [1.16, 1.66, -0.34], [-3.35, 0.35, 0.66], [2.02, 0.51, -0.58], [1.34, -0.79, -0.13], [1.59, -2.79, -0.32], [2.30, 0.37, -1.64], [-3.55, 0.53, 1.72], [0.94, -0.59, 0.89], [0.48, -0.95, -0.79], [2.96, 0.62, -0.01], [0.19, 1.37, -0.20], [2.89, -2.09, 0.40], [-3.96, -0.47, 0.29], [1.36, 2.58, -0.66], [-3.58, 1.28, 0.12]], "nbo_charge": [-0.72, -0.85, -0.92, -0.74, -0.20, -0.25, 0.35, 0.15, 0.17, 0.20, 0.22, 0.14, 0.42, 0.34, 0.17, 0.36, 0.18], "charge": -1, "orbital_gap_ev": 6.5, "de_lowest_kj_mol": 63.52, "mol_weight_da": 107.202, "fmax_ev_per_a": 2.23, "spin_multiplicity": 1}

---

Q: Among the records above, which one has the lowest charge?
A: C3H11N2S

---

Q: Among the records above, which one has the lowest charge?
A: C3H11N2S